# 1
{
  "formula": "C17H37CaNO8S2",
  "method": "the ωB97M-V functional and the def2-TZVPD basis",
  "elements": ["Ca", "C", "C", "O", "O", "H", "H", "H", "C", "C", "C", "O", "H", "H", "H", "H", "H", "H", "H", "C", "C", "C", "O", "C", "N", "H", "H", "H", "H", "H", "H", "H", "H", "H", "H", "H", "C", "C", "C", "S", "O", "O", "C", "H", "H", "H", "H", "H", "H", "H", "H", "C", "C", "C", "S", "O", "O", "C", "H", "H", "H", "H", "H", "H", "H", "H"],
  "positions_angstrom": [[0.20303, -0.66025, -0.33070], [-4.00154, -0.52400, 0.14971], [-2.55181, -0.91277, -0.19419], [-1.79882, -1.58084, 0.52339], [-1.94485, -0.19917, -1.03575], [-4.76452, -1.11681, -0.35482], [-4.13000, 0.52196, -0.12877], [-4.25391, -0.55075, 1.20976], [4.50761, -0.22389, 1.30190], [3.31002, -1.12047, 1.26265], [2.76092, -1.18068, 2.67253], [2.39910, -0.63516, 0.30616], [5.32316, -0.58141, 1.93051], [4.18793, 0.73078, 1.71964], [4.84791, 0.07459, 0.31033], [3.68624, -2.09581, 0.95400], [3.47761, -1.60045, 3.37839], [1.94238, -1.89997, 2.69990], [2.37883, -0.22485, 3.03100], [1.07268, -2.06515, -4.48675], [0.42588, -1.96309, -3.10516], [0.93335, -3.13898, -2.29385], [0.33842, -2.97162, -1.02600], [0.87713, -3.86012, -0.02650], [0.78285, -0.63974, -2.60468], [0.89672, -1.21353, -5.14393], [0.79966, -2.99847, -4.97917], [2.15082, -2.09802, -4.32989], [-0.64297, -1.91935, -3.31430], [2.01418, -3.23504, -2.19048], [0.47174, -4.08596, -2.57360], [0.46003, -3.50884, 0.91728], [1.95301, -3.77508, 0.12631], [0.51448, -4.88453, -0.11118], [0.59608, 0.04641, -3.32190], [1.78312, -0.51205, -2.54772], [-3.34363, 0.37798, 3.84137], [-2.63595, -0.97925, 3.91692], [-1.18755, -0.67516, 4.22635], [-0.78367, 0.77472, 3.17022], [-0.21367, 0.30471, 1.90072], [-0.01484, 1.72470, 4.03660], [-2.50326, 1.33768, 2.94625], [-3.36704, 0.84585, 4.82558], [-4.36558, 0.45960, 3.47115], [-2.67776, -1.44815, 2.93383], [-3.11443, -1.62123, 4.65652], [-0.31440, -1.30397, 4.05222], [-1.19522, -0.34817, 5.26611], [-2.71473, 1.37708, 1.87769], [-2.50202, 2.38133, 3.26074], [0.63652, 4.48378, -2.79156], [-0.08898, 3.34102, -3.49381], [-1.07558, 2.79454, -2.57568], [-0.31196, 2.86447, -0.86025], [0.38397, 1.55147, -0.67680], [-1.20060, 3.43518, 0.15024], [0.90776, 4.19604, -1.30148], [-0.02665, 5.34783, -2.74989], [1.56382, 4.78668, -3.27783], [0.53579, 2.59352, -3.98269], [-0.60365, 3.82963, -4.32115], [-1.43567, 1.78106, -2.75257], [-1.92818, 3.45869, -2.43401], [1.93358, 3.91132, -1.06752], [0.63715, 5.02015, -0.64139]],
  "relative_energy_kcal_mol": 0.0,
  "total_charge": 0,
  "molar_mass_g_mol": 487.69,
  "gap_ha": 0.2658,
  "e_tot_ha": -2800.66332
}

***

# 2
{
  "formula": "C17H38Cl14NO5P2",
  "method": "the ωB97M-V functional and the def2-TZVPD basis",
  "elements": ["C", "C", "C", "C", "C", "C", "O", "C", "C", "O", "C", "C", "N", "P", "P", "O", "O", "O", "H", "H", "H", "H", "H", "H", "H", "H", "H", "H", "H", "H", "H", "H", "H", "H", "H", "H", "H", "H", "H", "H", "H", "H", "C", "Cl", "Cl", "H", "H", "C", "Cl", "Cl", "H", "H", "C", "Cl", "Cl", "H", "H", "C", "Cl", "Cl", "H", "H", "C", "Cl", "Cl", "H", "H", "C", "Cl", "Cl", "H", "H", "C", "Cl", "Cl", "H", "H"],
  "positions_angstrom": [[4.46062, 1.46083, 0.01372], [3.47001, 0.48941, 0.72018], [3.59166, 0.62367, 2.27461], [1.99912, 0.60471, 0.22382], [1.98036, 0.12353, -1.25484], [1.48142, 2.02758, 0.39843], [0.03386, 2.05381, 0.38106], [-0.49861, 3.26205, 0.75275], [-1.53079, 3.78489, -0.27865], [-1.86924, 5.12569, -0.02144], [-2.25205, 5.33908, 1.34547], [-2.36995, 4.03865, 2.16733], [-1.07459, 3.26654, 2.16411], [-1.20030, 1.66489, 3.00784], [-2.28356, 0.23064, 1.77401], [-3.14203, -0.66989, 2.57705], [-1.15017, -0.66129, 0.98186], [-3.15574, 0.96047, 0.60757], [4.00716, 2.38088, -0.35599], [5.20960, 1.75358, 0.75610], [4.96425, 0.95402, -0.81924], [3.80110, -0.52290, 0.44204], [4.53971, 0.14040, 2.55092], [3.59693, 1.68879, 2.63825], [2.77612, 0.05595, 2.75081], [1.39282, -0.11446, 0.79819], [0.97127, 0.04005, -1.67627], [2.46301, -0.86085, -1.23364], [2.61411, 0.77441, -1.87352], [1.85075, 2.66375, -0.41877], [1.81205, 2.42833, 1.37802], [0.31919, 4.00757, 0.73727], [-2.40973, 3.12970, -0.37037], [-1.00338, 3.75724, -1.24074], [-3.22801, 5.84567, 1.33587], [-1.52218, 6.04581, 1.77327], [-3.21741, 3.40511, 1.88597], [-2.53570, 4.34338, 3.21163], [-0.43863, 3.82790, 2.73682], [0.13741, 1.17690, 3.04968], [-1.13261, -1.54826, 1.37204], [-2.80438, 0.63459, -0.25010], [2.61669, -3.85048, -1.18938], [4.07789, -2.89247, -1.44838], [1.79279, -3.35132, 0.29714], [1.94428, -3.69327, -2.02148], [2.88460, -4.89837, -1.12011], [-4.10119, -0.99292, -2.90017], [-4.66032, -0.25015, -4.39661], [-2.61279, -0.22476, -2.31244], [-4.87176, -0.88600, -2.14458], [-3.89993, -2.04261, -3.08229], [1.44366, -6.15894, -4.56583], [2.90855, -5.20340, -4.81575], [0.61221, -5.68152, -3.07845], [0.77465, -6.00373, -5.40468], [1.71537, -7.20594, -4.49208], [-6.90236, -1.84130, -7.18671], [-6.77941, -3.17434, -6.03139], [-6.77271, -2.40956, -8.85326], [-7.86293, -1.35541, -7.05635], [-6.09904, -1.13881, -6.99390], [1.22662, -3.01056, 3.98231], [2.46932, -2.50065, 5.13129], [-0.38031, -2.45532, 4.47246], [1.46063, -2.59104, 3.01009], [1.21975, -4.09192, 3.92949], [3.50020, 5.27008, 2.13307], [4.51402, 3.91841, 2.67344], [3.43940, 5.42999, 0.37375], [2.48954, 5.11762, 2.49934], [3.90550, 6.18753, 2.54526], [-1.81472, -5.56526, 2.08362], [-2.54959, -5.01624, 3.59160], [-0.08831, -5.90544, 2.25789], [-2.30770, -6.47593, 1.76219], [-1.94606, -4.78875, 1.33774]],
  "total_charge": 1,
  "molar_mass_g_mol": 894.78,
  "gap_ha": 0.3334,
  "e_tot_ha": -8226.67372
}